1.
Entry from the OMol25 dataset: 2 unconnected molecules or ions with the total composition C3H12N2OS (ωB97M-V with the def2-TZVPD basis set).

Cartesian coordinates (Å):
N: -0.582 -1.144 -1.520
C: 0.323 -0.500 -0.566
C: -0.259 0.314 0.602
N: -1.703 0.799 0.379
C: 0.678 1.508 0.774
S: 0.414 2.505 2.276
H: -1.555 -0.691 -1.803
H: -0.925 -2.052 -1.096
H: 0.931 -1.347 -0.077
H: 0.909 0.095 -1.268
H: -0.285 -0.363 1.499
H: -1.507 1.612 -0.276
H: -1.964 0.175 -0.343
H: 1.740 1.094 0.741
H: 0.379 2.281 0.118
H: 1.149 1.602 3.111
O: 0.538 -4.692 -3.374
H: 0.467 -5.432 -4.013
H: 1.280 -5.022 -2.873

As for the HOMO-LUMO gap: 9.63 eV. Its SMILES is NC[C@H](N)CS.O. As for the max |F|: 0.079 Eh/bohr. Its LUMO energy is 0.8 eV.

---

2.
Entry from the OMol25 dataset: 2 unconnected molecules or ions with the total composition C3H12N2S (ωB97M-V with the def2-TZVPD basis set).

Cartesian coordinates (Å):
N: 1.609 -0.470 0.500
C: 1.844 0.444 -0.633
C: 0.599 0.677 -1.467
N: 0.967 1.480 -2.642
H: 2.191 -1.291 0.405
H: 1.840 -0.032 1.380
H: 2.232 1.394 -0.261
H: 2.623 0.030 -1.279
H: 0.107 -0.260 -1.738
H: -0.102 1.264 -0.868
H: 1.512 0.923 -3.291
H: 0.134 1.746 -3.154
C: -1.536 -0.245 2.461
S: -1.917 -1.003 0.869
H: -0.680 0.419 2.383
H: -2.387 0.353 2.775
H: -1.340 -1.003 3.211
H: -0.672 -1.033 0.373

As for the HOMO-LUMO gap: 9.56 eV. Its SMILES is NCCN.CS. As for the max |F|: 0.012 Eh/bohr. Its LUMO energy is 0.9 eV.

---

3.
Entry from the OMol25 dataset: 2 unconnected molecules or ions with the total composition C3H12N2S (ωB97M-V with the def2-TZVPD basis set).

Cartesian coordinates (Å):
N: 1.439 -2.551 -0.059
C: 1.189 -1.220 -0.581
C: -0.245 -1.084 -1.065
N: -0.496 0.283 -1.519
H: 2.387 -2.617 0.304
H: 1.465 -3.237 -0.812
H: 1.854 -0.877 -1.392
H: 1.335 -0.494 0.224
H: -0.447 -1.845 -1.832
H: -0.903 -1.285 -0.217
H: 0.085 0.523 -2.316
H: -1.419 0.347 -1.930
C: -0.955 2.751 2.204
S: -1.982 1.474 1.359
H: -1.053 3.679 1.647
H: -1.289 2.848 3.229
H: 0.082 2.438 2.126
H: -1.046 0.866 0.631

As for the HOMO-LUMO gap: 9.59 eV. Its SMILES is NCCN.CS. As for the max |F|: 0.022 Eh/bohr. Its LUMO energy is 1.0 eV.

---

4.
Entry from the OMol25 dataset: a molecular structure, C3H12N3 (ωB97M-V with the def2-TZVPD basis set).

Cartesian coordinates (Å):
C: -2.012 -0.699 -0.037
C: -2.557 -1.928 -0.059
N: -0.883 -0.330 -0.883
H: -2.357 0.130 0.607
H: -3.405 -2.151 0.567
H: -2.138 -2.741 -0.668
H: 0.148 -0.233 -0.085
H: -0.614 -1.026 -1.600
H: -1.093 0.563 -1.337
N: 1.278 -0.283 0.524
C: 1.907 1.079 0.789
N: 1.789 2.036 -0.250
H: 1.974 -0.834 -0.025
H: 1.145 -0.762 1.359
H: 1.451 1.462 1.688
H: 2.932 0.886 0.987
H: 1.781 1.590 -1.155
H: 0.870 2.446 -0.238

Its expectation value of S² is 0.757. As for the HOMO-LUMO gap (spin up / spin down): 8.98 / 4.08 eV. As for the spin multiplicity: 2. The charge is +2. As for the max |F|: 0.081 Eh/bohr. Its LUMO energy (spin up / spin down) is -9.1 / -13.9 eV.

---

5.
Entry from the OMol25 dataset: 2 unconnected molecules or ions with the total composition C3H12N3O (ωB97M-V with the def2-TZVPD basis set).

Cartesian coordinates (Å):
C: 2.701 1.100 -0.954
O: 2.396 0.076 0.002
H: 2.910 -0.706 -0.214
H: 1.797 1.699 -1.084
H: 3.519 1.692 -0.537
H: 2.936 0.735 -1.953
C: -0.267 -1.206 -0.834
C: -1.617 -0.076 0.847
N: -0.566 -0.965 0.568
N: -2.886 -0.277 0.290
N: -1.425 0.876 1.860
H: 0.288 -0.685 1.027
H: -2.942 -1.179 -0.156
H: -3.668 -0.107 0.911
H: -0.526 1.331 1.848
H: -2.190 1.497 2.049
H: -1.053 -1.713 -1.401
H: 0.644 -1.804 -0.871
H: -0.051 -0.290 -1.397

Its expectation value of S² is 0.753. As for the HOMO-LUMO gap (spin up / spin down): 4.85 / 9.65 eV. As for the spin multiplicity: 2. As for the max |F|: 0.026 Eh/bohr. Its LUMO energy (spin up / spin down) is 0.8 / 0.7 eV.

---

6.
Entry from the OMol25 dataset: 2 unconnected molecules or ions with the total composition C3H12N3O (ωB97M-V with the def2-TZVPD basis set).

Cartesian coordinates (Å):
C: -1.581 0.127 0.306
C: -0.456 1.094 0.667
C: 1.312 -0.066 0.360
N: -1.379 -0.749 -0.837
N: -0.221 2.216 -0.050
N: 0.983 -1.537 0.295
O: 1.518 0.293 -0.917
H: -2.369 0.794 0.081
H: -1.862 -0.522 1.190
H: -0.271 1.281 1.691
H: 2.252 0.019 1.034
H: -2.099 -1.434 -0.907
H: -1.183 -0.339 -1.761
H: -0.233 2.079 -1.108
H: 0.550 2.758 0.321
H: 1.713 -2.075 -0.148
H: 1.097 -2.110 1.199
H: 0.018 -1.591 -0.095
H: 2.209 -0.238 -1.320

As for the HOMO-LUMO gap: 9.35 eV. The charge is +1. As for the max |F|: 0.075 Eh/bohr. Its LUMO energy is -3.1 eV.

---

7.
Entry from the OMol25 dataset: 2 unconnected molecules or ions with the total composition C3H12N3O (ωB97M-V with the def2-TZVPD basis set).

Cartesian coordinates (Å):
C: -0.838 -1.479 0.657
C: -2.325 0.553 -0.639
C: 0.629 0.356 1.049
N: 2.647 -0.141 -0.642
N: -0.434 -0.148 0.448
N: -0.892 0.535 -0.668
O: 0.943 1.625 0.728
H: -1.058 -1.662 1.701
H: -1.729 -1.661 0.022
H: 0.061 -2.001 0.313
H: -2.609 1.353 0.088
H: -2.693 1.024 -1.600
H: -2.708 -0.379 -0.592
H: 0.997 -0.197 1.889
H: 3.742 -0.299 -0.598
H: 2.522 0.310 -1.614
H: 2.412 -1.137 -0.972
H: -0.542 1.462 -0.469
H: 1.874 1.883 0.900

As for the HOMO-LUMO gap: 10.04 eV. The charge is +1. As for the max |F|: 0.114 Eh/bohr. Its LUMO energy is -3.7 eV.

---

8.
Entry from the OMol25 dataset: 2 unconnected molecules or ions with the total composition C3H12N3O (ωB97M-V with the def2-TZVPD basis set).

Cartesian coordinates (Å):
C: -1.691 -2.246 1.497
O: -1.660 -0.827 1.472
H: -2.348 -0.403 1.997
H: -1.666 -2.651 2.503
H: -2.592 -2.642 1.021
H: -0.881 -2.591 0.880
C: -0.878 0.221 -1.581
C: 1.195 0.800 -0.432
N: 0.808 0.277 0.704
N: 0.334 1.026 -1.440
N: 2.459 1.169 -0.620
H: -0.131 -0.090 0.903
H: 1.420 0.135 1.488
H: 0.508 1.824 -2.024
H: 2.743 1.536 -1.508
H: 3.101 1.325 0.139
H: -1.596 0.474 -0.798
H: -0.607 -0.824 -1.432
H: -1.322 0.318 -2.564

As for the HOMO-LUMO gap: 11.49 eV. The charge is +1. As for the max |F|: 0.025 Eh/bohr. Its LUMO energy is -2.8 eV.

---

9.
Entry from the OMol25 dataset: 2 unconnected molecules or ions with the total composition C3H12N3O (ωB97M-V with the def2-TZVPD basis set).

Cartesian coordinates (Å):
C: -2.269 -0.996 0.752
C: 0.171 -1.068 0.592
N: -0.950 -0.368 0.729
N: 0.118 -2.303 0.084
N: 1.329 -0.535 0.980
H: -0.829 0.623 0.883
H: -2.601 -1.245 -0.255
H: -2.964 -0.282 1.175
H: -0.638 -2.583 -0.522
H: 0.989 -2.771 -0.126
H: 1.320 0.088 1.771
H: 2.182 -1.038 0.787
H: -2.290 -1.877 1.386
C: 1.313 2.669 -1.345
O: 0.317 1.717 -0.943
H: 0.079 1.205 -1.720
H: 2.119 2.190 -1.910
H: 1.749 3.076 -0.435
H: 0.856 3.496 -1.881

As for the HOMO-LUMO gap: 10.86 eV. The charge is +1. As for the max |F|: 0.015 Eh/bohr. Its LUMO energy is -3.0 eV.

---

10.
Entry from the OMol25 dataset: a gas-phase ion, C3H12N3O (charge +1) (ωB97M-V with the def2-TZVPD basis set).

Cartesian coordinates (Å):
C: 1.020 -0.674 1.267
C: 0.594 -0.943 -1.974
C: -1.062 0.853 0.742
N: -0.786 2.132 1.295
N: 0.233 0.063 0.272
N: -0.194 -0.791 -0.797
O: -1.753 1.095 -0.399
H: 0.846 -0.178 2.187
H: 0.803 -1.730 1.465
H: 2.059 -0.642 0.856
H: 1.723 -1.250 -1.803
H: 0.172 -1.834 -2.543
H: 0.574 0.029 -2.578
H: -1.820 0.353 1.443
H: -0.524 2.045 2.256
H: -0.023 2.620 0.785
H: -1.081 -0.299 -0.991
H: -0.415 -1.764 -0.301
H: -1.636 1.961 -0.757

Its expectation value of S² is 2.004. As for the HOMO-LUMO gap (spin up / spin down): 4.64 / 6.79 eV. As for the spin multiplicity: 3. The charge is +1. As for the max |F|: 0.086 Eh/bohr. Its LUMO energy (spin up / spin down) is -3.0 / -8.9 eV.